Model A:
C3H8NS | ωB97M-V with the def2-TZVPD basis set

```
13
Properties=species:S:1:pos:R:3:lowdin_charge:R:1
S -0.42 0.83 2.04 0.7751
H -1.51 -1.20 -1.14 0.1298
H 0.44 1.43 -1.41 0.0811
H -0.05 -1.41 1.09 0.0889
H 1.88 1.77 -0.57 0.0825
C -1.43 -0.48 -0.22 -0.1659
H -1.92 0.54 -0.44 0.1072
H 1.54 -0.81 -0.65 0.2060
H -2.20 -1.06 0.45 0.1277
N 1.07 -0.16 0.02 -0.0733
C 0.98 1.20 -0.54 0.1682
C -0.23 -0.49 0.62 -0.7267
H 1.85 -0.17 0.75 0.1993
```

Summary:
Charge: +1
2S+1: 1
Gap between HOMO and LUMO (spin up / spin down): 6.207 / 6.382 eV
LUMO (spin up / spin down): -7.616 / -7.614 eV

Model B:
C3H8NS | ωB97M-V with the def2-TZVPD basis set

```
13
Properties=species:S:1:pos:R:3:lowdin_charge:R:1
H 2.30 -1.14 0.81 0.0842
H 3.16 0.20 0.08 0.0740
C 1.32 0.46 -0.40 -0.3237
H -3.60 -0.89 -0.51 0.1673
H 2.25 0.40 1.54 0.1133
H -1.60 -0.90 -1.23 0.1402
H 1.01 0.12 -1.37 0.0684
C -1.66 -0.27 -0.29 -0.4841
C 2.28 -0.11 0.54 -0.1324
H 1.37 1.56 -0.58 0.0803
H -3.38 0.19 0.86 0.1309
S -0.52 0.75 0.41 1.0045
N -2.93 -0.37 0.14 0.0771
```

Summary:
Charge: +1
2S+1: 1
Gap between HOMO and LUMO: 10.144 eV
LUMO: -4.634 eV

Quick one: least stable of them? model A

Model A:
C4H9NOS2 | ωB97M-V with the def2-TZVPD basis set

```
17
Properties=species:S:1:pos:R:3:lowdin_charge:R:1
C 0.88 0.88 -1.39 -0.5140
N -0.40 0.37 -1.24 0.0487
H 1.27 2.40 0.25 0.0777
H 2.60 1.25 -0.17 0.1029
S -2.73 -2.36 2.03 0.3224
H -2.14 -1.70 3.00 -0.2085
C -0.28 -1.30 0.60 -0.6505
S -1.22 -2.73 0.67 0.4680
O 1.39 0.68 -2.50 0.0123
H 0.25 -0.99 1.51 0.0754
H -0.64 0.85 0.84 0.1370
C 1.71 1.81 -0.58 -0.0274
H 0.54 -1.60 -0.09 0.0844
H 2.40 2.49 -1.13 0.0975
C -0.87 0.04 0.06 -0.2644
H -0.81 -0.05 -2.06 0.1504
H -1.94 -0.06 0.21 0.0881
```

Summary:
2S+1: 1
Gap between HOMO and LUMO: 8.973 eV
LUMO: 0.410 eV
SMILES: CC(=O)NCCSS

Model B:
C4H9NOS2 | ωB97M-V with the def2-TZVPD basis set

```
17
Properties=species:S:1:pos:R:3:lowdin_charge:R:1
H -1.47 1.94 1.02 0.1201
N -2.57 0.18 0.71 -0.1027
S -0.21 -0.89 0.45 0.8263
C 3.47 -0.57 -0.50 -0.5395
S 2.81 0.46 0.82 0.5213
C -0.57 0.68 -0.49 -0.2963
C -2.02 -1.03 0.63 -0.2685
H 2.67 -1.20 -0.89 0.0066
H 0.31 1.32 -0.45 0.0471
H -2.48 -1.85 1.16 0.0724
H 4.27 -1.19 -0.10 0.0119
H 3.87 0.07 -1.29 0.0200
C -1.78 1.29 0.19 -0.2366
H -2.39 1.88 -0.50 0.1192
H -0.77 0.38 -1.52 0.0989
O 0.26 -1.87 -0.51 -0.5393
H -3.39 0.40 1.27 0.1390
```

Summary:
2S+1: 1
Gap between HOMO and LUMO (spin up / spin down): 9.423 / 5.082 eV
LUMO (spin up / spin down): 0.552 / -1.605 eV

Model C:
C4H9NOS2 | ωB97M-V with the def2-TZVPD basis set

```
17
Properties=species:S:1:pos:R:3:lowdin_charge:R:1
H -1.63 0.12 0.64 0.0747
H -0.51 -1.81 0.04 0.1028
C -0.57 0.24 0.27 -0.5658
H 1.78 -0.31 -0.99 0.1358
H -1.40 -1.69 -3.30 0.0901
S 0.17 1.60 1.29 0.3984
C 0.70 -1.39 -2.37 -0.5339
S -0.98 1.47 2.93 0.2900
H -0.82 0.70 -0.71 0.0777
H -1.37 -2.00 -1.68 0.0851
H -0.49 -3.06 -2.71 0.0936
O 1.54 -1.27 -3.24 0.0543
C -0.64 -1.98 -2.56 -0.0111
H -1.99 2.34 2.83 -0.1910
H 0.86 -1.26 1.06 0.1495
N 1.03 -0.96 -1.10 0.0441
C 0.24 -1.00 0.11 -0.2941
```

Summary:
2S+1: 1
Gap between HOMO and LUMO: 9.866 eV
LUMO: 0.413 eV
SMILES: CC(=O)NCCSS

Quick one: least stable of them? model B

Model A:
C3H6O2P | ωB97M-V with the def2-TZVPD basis set

```
12
Properties=species:S:1:pos:R:3:lowdin_charge:R:1
H 2.02 0.34 -1.48 -0.0681
P 1.48 -0.45 -0.48 0.8112
O 3.04 -2.24 -1.94 -0.0325
H -0.85 1.37 0.17 0.0665
H -1.22 -0.05 1.34 0.0229
H -2.00 0.17 -0.21 0.0410
C -0.16 -0.75 -0.41 -0.5555
C -1.01 0.25 0.34 -0.2919
H -0.17 -1.82 -0.11 0.0174
O 1.82 -3.02 -0.18 -0.0987
H 1.97 0.33 0.58 -0.0678
C 2.28 -2.25 -1.02 -0.8444
```

Summary:
Charge: -1
2S+1: 1
Gap between HOMO and LUMO: 7.111 eV
LUMO: 4.271 eV
SMILES: CC=[PH2]C(=O)[O-]

Model B:
C3H6O2P | ωB97M-V with the def2-TZVPD basis set

```
12
Properties=species:S:1:pos:R:3:lowdin_charge:R:1
P 0.25 0.55 -0.80 0.3444
C 0.30 0.18 1.87 -0.1652
C -1.54 0.55 -1.31 -0.2957
H 0.13 1.21 1.95 0.0251
H -1.93 0.73 -0.37 -0.1340
H 0.33 -0.36 2.90 0.0654
H 0.82 -2.12 0.77 0.1602
O 0.83 1.91 -0.81 -0.3838
O 1.09 -0.42 -1.85 -0.2706
H 0.94 -1.35 -1.70 0.0117
H -1.87 -0.53 -1.37 -0.0778
C 0.65 -0.35 0.72 -0.2797
```

Summary:
Charge: -1
2S+1: 1
Gap between HOMO and LUMO: 6.446 eV
LUMO: 3.498 eV

Model C:
C3H6O2P | ωB97M-V with the def2-TZVPD basis set

```
12
Properties=species:S:1:pos:R:3:lowdin_charge:R:1
H -0.05 -0.24 2.15 0.0316
H -1.10 -1.19 1.14 0.0544
C -0.08 0.49 0.00 -0.3046
P 1.22 -1.49 0.31 0.3713
O 0.91 -2.89 0.00 -0.4257
H -1.06 0.64 -0.37 0.0447
H 0.02 -0.61 -1.81 0.0417
O 2.66 -1.15 0.90 -0.4892
C -0.18 -0.63 1.17 -0.2209
C 0.66 -0.29 -1.07 -0.2558
H 0.42 1.54 0.19 0.1275
H 1.56 0.14 -1.32 0.0251
```

Summary:
Charge: -1
2S+1: 1
Gap between HOMO and LUMO: 8.710 eV
LUMO: 4.333 eV

Quick one: least stable of them? model B

Model A:
H2NO3S | ωB97M-V with the def2-TZVPD basis set

```
7
Properties=species:S:1:pos:R:3:lowdin_charge:R:1
O -0.46 4.46 -0.49 -0.4589
O 1.21 3.99 1.15 -0.4572
H 0.99 -1.00 0.78 -0.0361
O -1.22 3.39 1.62 -0.4716
S -0.12 3.68 0.68 0.4016
H 0.32 -1.09 -0.60 -0.0960
N 0.11 -0.87 0.30 0.1182
```

Summary:
Charge: -1
2S+1: 1
Gap between HOMO and LUMO (spin up / spin down): 8.731 / 4.523 eV
LUMO (spin up / spin down): 3.775 / 2.000 eV

Model B:
H2NO3S | ωB97M-V with the def2-TZVPD basis set

```
7
Properties=species:S:1:pos:R:3:lowdin_charge:R:1
H -0.49 0.48 0.84 -0.0698
S 0.72 0.03 -1.59 0.7068
N -0.25 -0.32 -0.36 -0.3570
O 1.23 -0.70 -0.22 -0.4643
O 0.55 -0.78 -2.81 -0.5649
H -1.06 0.36 2.36 -0.0931
O -0.70 0.92 1.78 -0.1577
```

Summary:
Charge: -1
2S+1: 1
Gap between HOMO and LUMO: 7.812 eV
LUMO: 4.048 eV

Quick one: least stable of them? model B

Model A:
H2NO3S | ωB97M-V with the def2-TZVPD basis set

```
7
Properties=species:S:1:pos:R:3:lowdin_charge:R:1
O -2.22 -0.99 -0.56 -0.5546
H 0.50 -0.37 -0.66 0.0569
N 0.33 0.55 -0.23 -0.3037
S -2.02 0.46 -0.46 0.7220
O -2.42 1.04 0.83 -0.5527
H 0.28 0.42 0.79 0.0605
O 1.34 1.44 -0.57 -0.4285
```

Summary:
Charge: -1
2S+1: 1
Gap between HOMO and LUMO (spin up / spin down): 6.645 / 6.642 eV
LUMO (spin up / spin down): 3.933 / 3.934 eV

Model B:
H2NO3S | ωB97M-V with the def2-TZVPD basis set

```
7
Properties=species:S:1:pos:R:3:lowdin_charge:R:1
S -1.40 -0.13 0.29 0.7566
H 1.74 -1.11 0.12 -0.0064
O -2.55 -0.83 -0.38 -0.5995
O 2.10 -0.27 0.39 -0.1312
O -1.01 1.52 0.04 -0.5008
N -0.23 0.52 -0.62 -0.4488
H 1.37 0.31 0.15 -0.0700
```

Summary:
Charge: -1
2S+1: 1
Gap between HOMO and LUMO: 7.098 eV
LUMO: 4.153 eV

Quick one: least stable of them? model B

Model A:
C2H5ClOS | ωB97M-V with the def2-TZVPD basis set

```
10
Properties=species:S:1:pos:R:3:lowdin_charge:R:1
O 1.65 2.01 0.12 0.0061
Cl -3.39 -0.07 0.01 -0.5038
H -0.03 -1.57 -0.82 0.0301
H -1.46 -1.63 0.09 -0.0484
S -0.37 0.47 0.22 0.9802
C 1.20 0.84 -0.30 -0.3912
H -0.02 -1.65 0.94 0.0306
H 1.91 0.35 -0.94 0.1174
H 0.98 2.55 0.62 0.1337
C -0.47 -1.30 0.07 -0.3547
```

Summary:
2S+1: 1
Gap between HOMO and LUMO (spin up / spin down): 5.874 / 5.872 eV
LUMO (spin up / spin down): -1.975 / -1.975 eV

Model B:
C2H5ClOS | ωB97M-V with the def2-TZVPD basis set

```
10
Properties=species:S:1:pos:R:3:lowdin_charge:R:1
H -0.07 -1.81 -0.70 0.1209
C -0.09 -1.08 0.22 -0.5780
H -1.47 0.28 -0.49 0.0334
Cl 1.63 -0.92 0.54 0.5755
S -0.34 1.74 0.82 0.7690
H 0.84 1.01 -1.32 0.0076
H -0.68 -1.29 1.21 0.1223
H 0.58 1.21 1.64 -0.1564
C -0.49 0.30 -0.29 -0.7949
O 0.09 0.56 -1.63 -0.0993
```

Summary:
2S+1: 1
Gap between HOMO and LUMO: 10.491 eV
LUMO: 0.708 eV
SMILES: O[C@H](S)CCl

Quick one: least stable of them? model A